Here is 2 unconnected molecules or ions with the total composition C20H19BCl4N2O2 from the Open Molecules 2025 dataset. Energies are from ωB97M-V/def2-TZVPD.

Summary:
M   472.01 g mol⁻¹
Charge   0
HOMO-LUMO gap   6.86 eV
HOMO level   -9.04 eV
Total energy   -2899.24976 Eh
Energy above the lowest of the compared OMol25 structures with the same formula, charge and spin   8.8 kcal/mol

```
48
Properties=species:S:1:pos:R:3:forces:R:3:lowdin_charge:R:1
Cl 1.07976 1.06194 4.96460 0.2 -0.3 -0.1 0.444
B 2.12619 -0.50818 4.64773 0.0 -0.2 0.6 -1.792
Cl 3.57660 -0.64218 5.83556 -0.5 0.3 -0.5 0.458
Cl 0.99237 -2.03099 5.04760 0.0 0.3 -0.3 0.470
O 2.56146 -0.49947 3.29551 0.1 0.7 0.6 -0.143
C 2.08104 -1.26324 2.28712 0.4 -1.2 -0.2 -0.235
C 3.10850 -1.25026 1.16806 0.6 0.8 -0.9 -0.145
C 3.75257 -2.39756 0.66881 -0.6 -0.2 0.1 -0.022
C 4.62322 -2.35800 -0.42467 0.1 1.0 -0.1 -0.093
C 4.92541 -1.11808 -1.02280 -0.9 -0.4 1.2 -0.690
Cl 5.96869 -1.03837 -2.38677 0.1 0.0 -0.2 0.674
C 4.39294 0.05334 -0.47772 0.0 0.0 0.3 -0.102
C 3.55073 -0.00974 0.64272 -0.3 -0.8 -0.5 -0.016
H 1.88538 -2.28726 2.61550 0.0 -0.2 -0.1 0.102
H 3.55818 -3.36135 1.15206 -0.1 0.3 -0.3 0.120
H 5.07330 -3.25071 -0.84160 -0.1 0.0 0.2 0.102
H 4.64073 1.01787 -0.93060 0.0 -0.4 0.3 0.105
H 3.21317 0.90557 1.11168 -0.1 0.0 -0.1 0.109
H 0.99602 -0.93281 1.99486 1.2 -0.3 -0.3 0.096
C -0.41288 -0.07488 1.94652 -1.3 2.7 0.0 -0.010
H -0.43571 0.04418 3.02540 1.1 -0.8 0.3 0.092
C 0.06405 1.11115 1.26928 -0.7 -1.5 0.8 0.007
C -0.56110 1.53750 0.16570 -0.5 -0.1 -1.3 -0.003
N -1.62236 0.85351 -0.39084 0.2 -0.6 1.1 0.033
C -2.18781 1.26400 -1.66104 -1.0 -0.2 -0.5 -0.165
C -1.41124 1.98577 -2.56730 0.3 0.0 -0.1 -0.012
C -1.90313 2.29835 -3.83666 -0.5 -0.5 0.8 -0.018
C -3.19304 1.89592 -4.21300 0.5 0.3 -0.3 -0.272
C -3.68231 2.20404 -5.60096 -0.3 0.1 -0.5 -0.051
C -3.98643 1.20944 -3.30163 0.4 -0.2 0.8 -0.022
C -3.50383 0.88492 -2.02471 0.7 0.4 -0.2 0.009
C -2.10762 -0.24395 0.29098 0.0 1.4 -3.1 0.071
C -1.52811 -0.72669 1.39873 0.4 0.0 1.1 -0.090
C -2.34006 -1.74262 2.11640 -0.2 -1.9 2.2 -0.470
N -1.89318 -2.22798 3.33430 2.3 2.4 -1.5 0.186
O -3.39948 -2.13884 1.66605 -0.1 0.3 -0.6 0.056
H 0.83491 1.70479 1.69674 0.5 0.3 0.4 0.117
H -0.26122 2.44196 -0.33793 -0.1 0.1 0.0 0.129
H -0.39099 2.28364 -2.29993 -0.4 -0.2 -0.3 0.112
H -1.27735 2.84411 -4.52558 0.0 0.0 -0.1 0.118
H -4.76212 2.00260 -5.69701 0.4 0.1 0.0 0.082
H -3.50382 3.25974 -5.86316 -0.1 -0.4 0.1 0.088
H -3.16319 1.59491 -6.36488 -0.2 0.2 0.4 0.093
H -4.99344 0.91396 -3.57915 0.1 0.0 0.1 0.119
H -4.14288 0.35400 -1.32573 0.0 0.1 -0.2 0.112
H -2.97972 -0.68399 -0.17504 0.1 -0.2 0.5 0.135
H -0.95278 -1.99600 3.74883 -1.3 -0.4 -0.5 0.020
H -2.40939 -2.94406 3.75797 -0.8 -0.9 0.5 0.092
```
Forces are in eV/Å.

---

Here is 2 unconnected molecules or ions with the total composition C21H28Br2N3O7P from the Open Molecules 2025 dataset. Energies are from ωB97M-V/def2-TZVPD.

Summary:
SMILES string   C/C(Br)=C(\Br)[C@](C#N)(CC=O)[C@@](C#N)(CCCCn1cccc1)CP(=O)(O)O.COC(=O)OC
M   625.25 g mol⁻¹
Charge   0
HOMO-LUMO gap   8.31 eV
HOMO level   -8.28 eV
Total energy   -6997.34638 Eh

```
62
Properties=species:S:1:pos:R:3:forces:R:3:lowdin_charge:R:1
C -0.06815 5.65415 1.04277 -0.4 -0.2 -0.3 -0.178
C 0.57137 4.54265 0.27579 0.1 -0.1 0.1 -0.720
Br 2.01251 5.17283 -0.78649 0.1 -0.1 -0.1 0.888
C 0.19812 3.26118 0.31138 0.0 0.3 -0.1 -0.584
Br -1.25431 2.92310 1.49488 0.1 0.0 -0.1 0.949
C 0.85822 2.13183 -0.50255 -0.1 -0.8 0.2 -0.355
C 2.26093 2.07302 -0.06414 -1.1 0.3 -0.4 -0.244
N 3.35846 2.12964 0.22102 1.5 -0.1 0.4 0.239
C 0.88495 2.42279 -2.02478 -0.2 0.6 -0.2 -0.117
C -0.25454 3.28892 -2.50346 -0.2 0.0 -0.1 -0.243
O -1.39835 3.15542 -2.15895 -0.1 0.0 0.1 0.076
C 0.29768 0.66569 -0.26524 -0.2 -0.3 0.0 -0.368
C 0.35280 0.35887 1.16723 -0.1 0.8 -1.0 -0.297
N 0.39710 0.13722 2.28048 0.1 -0.6 1.5 0.221
C -1.18209 0.45707 -0.68434 -0.1 -0.2 -0.6 -0.167
C -1.47017 0.09323 -2.14566 -0.9 -0.4 0.4 -0.173
C -2.98051 0.19803 -2.47982 0.6 0.2 0.1 -0.159
C -3.93269 -0.13974 -1.34640 -0.8 0.5 -0.6 -0.133
N -5.32549 0.03268 -1.77928 0.0 -0.4 -0.1 -0.126
C -5.86127 1.10172 -2.44567 -0.8 -0.1 0.0 -0.099
C -7.21200 0.86149 -2.62923 0.5 -0.1 0.2 -0.103
C -7.49913 -0.39448 -2.05844 0.6 -0.4 0.4 -0.105
C -6.31475 -0.88918 -1.53786 -0.4 0.7 -0.4 -0.096
C 1.21405 -0.41218 -0.95213 -0.4 0.7 1.0 -0.132
P 2.28289 -1.54636 -0.00816 1.8 -1.7 -2.2 0.410
O 3.03941 -2.24857 -1.05554 0.0 0.2 -0.4 -0.285
O 3.28619 -0.83966 0.98820 -1.1 -0.2 0.8 -0.099
O 1.42811 -2.66385 0.77427 -0.4 1.2 0.6 -0.116
H 0.36850 6.60743 0.78507 0.2 0.1 0.1 0.052
H -0.02233 5.46009 2.10691 0.1 0.1 0.3 0.074
H -1.11853 5.68872 0.76353 -0.2 0.1 0.1 0.074
H 1.79367 2.93946 -2.29593 0.3 0.0 0.0 0.081
H 0.88222 1.50674 -2.60678 -0.1 -0.2 0.0 0.117
H 0.00781 4.08366 -3.21815 0.1 0.0 -0.1 0.128
H -1.54983 -0.37467 -0.08832 -0.1 -0.1 0.2 0.126
H -1.79475 1.30318 -0.41948 0.1 0.3 0.1 0.042
H -0.96890 0.72909 -2.85824 0.3 -0.1 -0.1 0.092
H -1.20471 -0.94882 -2.30159 0.3 -0.1 -0.2 0.106
H -3.14453 1.20815 -2.83609 -0.3 0.2 0.1 0.095
H -3.20678 -0.47151 -3.30497 0.0 0.0 -0.2 0.123
H -3.82676 -1.18412 -1.07903 0.1 -0.2 0.3 0.126
H -3.80117 0.50488 -0.48521 0.3 -0.1 0.3 0.123
H -5.30883 1.97164 -2.73746 0.3 0.0 0.0 0.108
H -7.92812 1.50579 -3.10123 0.0 0.2 -0.1 0.087
H -8.45502 -0.88175 -2.01504 -0.1 -0.1 0.0 0.086
H -6.09241 -1.79966 -1.01743 0.0 -0.2 0.1 0.106
H 1.88251 0.04070 -1.67284 0.3 0.0 0.0 0.103
H 0.60462 -1.10020 -1.52492 -0.1 -0.1 -0.1 0.089
H 3.29094 -1.29425 1.84644 0.1 0.3 0.1 0.099
H 0.57048 -2.74415 0.33916 -0.1 -0.3 0.2 0.082
C 6.64385 -3.95041 5.52438 0.1 0.1 0.1 -0.040
O 6.26850 -4.84129 4.47224 0.0 0.0 0.0 0.007
C 5.11787 -4.53166 3.87734 0.1 0.0 -0.1 -0.626
O 4.41223 -3.59542 4.15423 0.0 0.1 0.0 0.116
O 4.88789 -5.42485 2.91997 0.0 -0.1 0.0 0.013
C 3.66523 -5.20946 2.21128 -0.2 -0.1 -0.2 -0.032
H 7.58815 -4.31892 5.91364 0.0 -0.1 -0.1 0.093
H 6.77756 -2.94017 5.14295 -0.1 0.0 0.0 0.097
H 5.89754 -3.95479 6.31623 -0.1 0.1 0.0 0.097
H 3.66712 -4.23755 1.72817 0.0 0.1 0.0 0.079
H 2.81069 -5.29065 2.88062 0.0 0.1 0.1 0.100
H 3.59592 -5.98276 1.45267 0.2 -0.1 0.0 0.097
```
Forces are in eV/Å.

---

Here is 2 unconnected molecules or ions with the total composition C17H22NO from the Open Molecules 2025 dataset. Energies are from ωB97M-V/def2-TZVPD.

Summary:
M   256.37 g mol⁻¹
Charge   +1
HOMO-LUMO gap   6.16 eV
HOMO level   -11.81 eV
Total energy   -790.69754 Eh
Energy above the lowest of the compared OMol25 structures with the same formula, charge and spin   37.0 kcal/mol

```
41
Properties=species:S:1:pos:R:3:forces:R:3:lowdin_charge:R:1
C -3.27124 4.72744 -1.48482 0.1 -0.1 0.0 -0.028
O -3.48119 3.29892 -1.41100 1.5 -0.9 0.1 -0.045
C -2.41978 2.45998 -1.27412 -0.7 0.5 -0.1 -0.208
C -2.73052 1.07362 -1.23841 0.0 0.1 0.0 0.033
C -1.72840 0.14528 -1.09878 0.0 0.0 -0.1 0.009
C -0.35085 0.52808 -0.94919 -0.1 -0.3 0.5 -0.184
C 0.62277 -0.50597 -0.87788 -0.6 0.7 -0.8 0.081
C 2.03573 -0.43376 -1.04712 1.0 -0.4 -0.2 -0.188
C 2.76675 -1.66026 -0.91329 -0.1 0.4 -0.1 -0.005
C 4.15444 -1.68388 -0.95885 0.1 0.0 0.0 -0.042
C 4.87810 -0.49013 -1.13713 -0.6 -0.1 0.2 -0.017
C 4.18456 0.71285 -1.34216 -0.2 0.0 -0.1 -0.041
C 2.79160 0.73175 -1.37885 0.1 -0.3 0.2 0.003
C -0.08755 1.93048 -0.87956 -0.1 0.3 -0.6 0.017
C -1.06849 2.87499 -1.13808 0.1 -0.1 0.2 0.028
H -4.27908 5.13338 -1.56914 0.2 0.0 0.0 0.103
H -2.78283 5.10436 -0.57659 -0.2 -0.2 -0.2 0.103
H -2.68159 4.99344 -2.37196 -0.2 -0.1 0.2 0.105
H -3.77757 0.78129 -1.32223 0.3 0.1 0.0 0.137
H -1.96908 -0.92057 -1.15252 0.0 0.4 0.1 0.128
H 0.21864 -1.52115 -0.79067 0.1 0.4 0.0 0.124
H 2.19915 -2.59433 -0.83364 0.3 0.3 0.2 0.124
H 4.68690 -2.63457 -0.85305 -0.2 0.4 -0.1 0.122
H 5.96951 -0.49793 -1.12945 -0.4 0.0 0.0 0.124
H 4.73373 1.64761 -1.48607 -0.2 -0.4 -0.1 0.121
H 2.28400 1.62897 -1.72375 0.2 -0.2 0.3 0.104
H 0.91925 2.27531 -0.65498 -0.4 0.0 0.0 0.109
H -0.81045 3.93699 -1.20140 -0.1 -0.5 0.2 0.122
C -1.50265 -1.46614 3.31604 -0.1 0.1 0.2 -0.078
C -0.89392 -2.27178 2.17674 -0.2 0.1 -0.2 -0.534
C -1.02140 -3.75716 2.48504 0.0 -0.1 0.0 -0.075
N 0.50443 -1.88858 1.97732 0.2 -0.1 0.1 0.039
H -2.56361 -1.71285 3.41818 0.1 0.0 0.0 0.081
H -1.01360 -1.70834 4.26778 0.0 0.1 -0.2 0.087
H -1.42829 -0.38683 3.15402 0.1 -0.1 0.0 0.071
H -1.47950 -2.05605 1.25800 0.0 -0.1 0.2 0.112
H -2.07940 -4.02102 2.57718 0.1 0.0 0.0 0.083
H -0.59397 -4.38736 1.70026 0.0 0.1 0.0 0.073
H -0.53773 -4.00794 3.43708 0.0 0.1 -0.2 0.088
H 0.98968 -2.46909 1.29804 -0.2 0.1 0.2 0.052
H 0.61345 -0.90904 1.72906 0.0 -0.2 0.1 0.060
```
Forces are in eV/Å.

---

Here is a molecular structure, C18H23Br4F3N2OS from the Open Molecules 2025 dataset. Energies are from ωB97M-V/def2-TZVPD.

Summary:
M   692.07 g mol⁻¹
Charge   0
HOMO-LUMO gap   8.32 eV
HOMO level   -8.98 eV
Total energy   -11878.25323 Eh

```
52
Properties=species:S:1:pos:R:3:forces:R:3:lowdin_charge:R:1
C 2.72363 -2.69327 -0.11305 -0.1 0.0 -0.2 -0.001
C 1.52352 -2.50238 -0.64998 0.3 0.1 0.3 -0.130
C 1.18061 -1.20019 -1.28055 -0.3 -0.3 0.2 -0.131
C 0.86698 -0.05747 -0.60260 -0.1 0.4 0.4 -0.086
C 0.78839 -0.12514 0.91370 0.0 -0.6 -0.1 -0.118
C -0.23983 -1.13961 1.45960 -0.3 0.3 0.7 -0.182
C -1.63946 -1.08748 0.85150 0.2 -0.2 -0.4 -0.154
C -2.34275 0.25565 0.98706 0.0 0.0 -0.1 -0.240
O -3.40628 0.14291 1.91678 0.0 0.0 -0.1 -0.183
C -4.01331 1.39403 2.18226 -0.1 -0.1 0.1 -0.105
C 0.62198 1.17249 -1.33404 0.1 -0.2 0.2 -0.034
C 0.34498 2.49447 -0.65598 0.3 0.3 -0.4 -0.549
F -0.94952 2.64850 -0.31602 0.2 -0.1 0.2 0.114
F 1.10050 2.72128 0.43327 -0.2 0.0 -0.1 0.142
F 0.61955 3.52167 -1.50415 -0.1 -0.1 0.2 0.106
C 0.63176 1.20826 -2.68903 0.0 0.1 -0.4 0.056
C 0.92237 0.02447 -3.39868 -0.1 0.0 -0.1 -0.345
N 0.96655 -0.09541 -4.73286 0.1 -0.2 0.0 -0.222
S 1.36062 -1.62217 -5.01366 0.0 0.0 0.0 1.019
N 1.48390 -2.20039 -3.52650 0.0 0.0 0.0 -0.216
C 1.20986 -1.17940 -2.70417 -0.1 0.2 -0.1 -0.304
H 3.14556 -3.67645 0.05163 -0.4 0.2 0.5 -0.033
H 3.32598 -1.83467 0.16657 0.4 -0.1 -0.6 0.066
H 0.78514 -3.29768 -0.66388 0.2 -0.2 -0.6 0.121
H 1.76072 -0.47585 1.26785 0.0 0.2 0.1 0.103
H 0.60956 0.83931 1.36952 0.0 0.1 -0.1 0.097
H 0.16208 -2.15175 1.42612 -0.1 0.0 -0.2 0.093
H -0.35068 -0.91183 2.52660 0.1 0.0 0.0 0.121
H -1.56366 -1.36715 -0.20428 -0.1 0.1 0.0 0.110
H -2.28332 -1.84326 1.30458 0.1 0.0 0.1 0.119
H -1.65006 1.03622 1.31909 0.0 0.0 0.1 0.107
H -2.72761 0.58489 0.01373 -0.1 0.0 0.1 0.122
H -5.09134 1.25181 2.26195 0.0 -0.1 0.0 0.086
H -3.64940 1.79909 3.13109 0.1 0.1 0.0 0.088
H -3.82156 2.11669 1.38582 0.0 0.0 0.0 0.046
H 0.43946 2.10170 -3.26484 0.0 0.1 0.1 0.122
Br -3.97005 3.98305 -1.16704 0.0 0.0 0.0 0.636
C -2.58553 4.95638 -2.12474 -0.1 0.1 0.1 -0.691
C -2.90875 5.10168 -3.58663 0.1 -0.1 -0.1 -0.691
Br -2.61288 3.43745 -4.55025 0.0 0.0 0.0 0.611
H -1.65726 4.42136 -1.95974 0.0 0.0 0.0 0.016
H -2.53289 5.93117 -1.64503 0.0 0.0 0.0 0.062
H -2.24520 5.82834 -4.04982 0.0 0.0 0.0 0.058
H -3.94082 5.38755 -3.76046 0.0 0.0 0.0 0.049
Br 3.56783 -5.44046 1.86705 0.1 -0.3 0.2 0.679
C 4.05710 -5.03777 3.70478 -0.1 -0.1 -0.1 -0.682
C 3.32070 -3.82745 4.21521 0.1 0.1 0.1 -0.689
Br 4.04645 -2.17570 3.48834 -0.1 0.0 0.0 0.623
H 5.13440 -4.91066 3.72175 0.0 0.0 0.0 0.050
H 3.78518 -5.91809 4.28262 0.0 0.0 0.0 0.058
H 3.42947 -3.74411 5.29412 0.0 0.0 0.0 0.058
H 2.26734 -3.84462 3.95537 0.0 0.0 0.0 0.049
```
Forces are in eV/Å.

---

Here is 2 unconnected molecules or ions with the total composition C14H18F13N2Si from the Open Molecules 2025 dataset. Energies are from ωB97M-V/def2-TZVPD.

Summary:
M   489.37 g mol⁻¹
Charge   +1
HOMO-LUMO gap   10.67 eV
HOMO level   -13.69 eV
Total energy   -2241.30619 Eh
Energy above the lowest of the compared OMol25 structures with the same formula, charge and spin   0.0 kcal/mol

```
48
Properties=species:S:1:pos:R:3:forces:R:3:lowdin_charge:R:1
F 2.64666 -0.55410 -0.02725 0.0 0.1 -0.1 0.148
C 3.86778 -0.06354 -0.31840 -0.2 0.1 -0.1 -0.548
F 3.96516 1.15522 0.18486 -0.1 0.0 0.0 0.194
F 4.76554 -0.83268 0.27441 0.2 -0.1 0.0 0.201
C 4.11868 -0.10424 -1.85918 -0.3 0.0 0.1 -0.351
F 4.30942 -1.40055 -2.15449 0.0 -0.2 0.0 0.169
F 5.23605 0.57424 -2.11285 0.3 0.2 -0.1 0.189
C 3.01812 0.37713 -2.86794 0.0 0.2 0.1 -0.315
F 1.88771 -0.33160 -2.63559 0.0 0.0 0.0 0.133
F 3.47946 0.01986 -4.06690 0.0 0.0 -0.1 0.182
C 2.67198 1.91520 -2.90706 -0.2 -0.2 -0.1 -0.337
F 3.28993 2.54426 -1.90198 0.1 0.1 0.2 0.161
F 3.14329 2.40643 -4.05916 0.1 0.0 0.0 0.175
C 1.14751 2.30589 -2.90308 0.1 -0.1 0.0 -0.329
F 1.16376 3.64184 -3.05410 0.0 -0.1 0.0 0.165
F 0.59996 1.75915 -4.01315 0.0 0.0 0.1 0.139
C 0.24980 1.99518 -1.64937 0.0 0.1 -0.1 -0.423
F 1.06048 2.13695 -0.55769 -0.1 0.0 0.0 0.108
F -0.67198 2.99775 -1.59877 0.1 -0.1 0.0 0.091
C -0.50422 0.68410 -1.50518 0.0 -0.3 0.1 -0.177
C -1.46034 0.25187 -2.62024 -0.1 -0.1 0.0 -0.359
Si -2.90518 1.41310 -3.00718 0.1 0.0 -0.2 0.661
H -1.09190 0.85135 -0.59086 0.1 0.0 -0.1 0.115
H 0.21974 -0.10187 -1.27502 -0.1 0.2 -0.1 0.094
H -1.90229 -0.70452 -2.30945 0.0 0.1 -0.1 0.050
H -0.94290 0.03161 -3.55736 0.1 0.0 0.1 0.071
H -3.96749 0.60396 -3.64230 0.0 0.0 0.0 -0.074
H -3.42179 2.00666 -1.75466 0.0 0.0 0.0 -0.066
H -2.48348 2.46176 -3.95377 0.0 0.1 0.1 -0.060
C -0.39782 -1.43655 5.92992 0.0 0.0 -0.1 -0.071
C -1.74972 -1.36664 5.25185 0.0 0.0 0.1 -0.148
N -1.64597 -1.41190 3.77529 -0.1 0.0 0.0 -0.033
C -0.51657 -1.23044 3.01096 0.0 0.0 0.1 0.013
C -0.89544 -1.32347 1.71283 -0.1 0.0 -0.1 0.009
N -2.25035 -1.56001 1.70307 0.0 0.0 0.0 -0.076
C -2.67794 -1.60626 2.96045 0.0 0.0 0.0 -0.013
C -3.08763 -1.72402 0.51154 0.0 0.0 0.0 0.041
H 0.22409 -0.57511 5.68769 0.0 0.0 0.0 0.083
H -0.55067 -1.43540 7.00703 0.0 0.0 0.0 0.092
H 0.13791 -2.34849 5.66613 0.0 0.0 0.0 0.092
H -2.26981 -0.44655 5.51601 0.0 0.0 0.0 0.135
H -2.37256 -2.20865 5.54987 0.0 0.0 0.0 0.132
H 0.44631 -1.05771 3.45358 0.0 0.0 -0.1 0.135
H -0.33389 -1.24864 0.79855 0.1 0.0 0.1 0.125
H -3.69527 -1.77754 3.27027 0.0 0.0 0.0 0.178
H -3.86644 -0.96534 0.50278 0.0 0.0 0.0 0.111
H -3.53017 -2.71674 0.49962 0.0 0.0 0.0 0.110
H -2.45756 -1.60098 -0.36371 0.0 0.0 0.0 0.078
```
Forces are in eV/Å.

---

Maximum force for the records above, in order: 3.61 3.30 1.82 0.80 0.35 eV/A
E_LUMO for the records above, in order: -2.18 0.03 -5.64 -0.66 -3.02 eV